Record 1
{"formula": "C3H21NO8S2", "method": "ωB97M-V/def2-TZVPD", "de_lowest_kcal_mol": 15.1, "e_lumo_ev": 0.171, "homo_lumo_gap_ev": 8.72, "homo_ev": -8.6, "fmax_ev_per_a": 2.2, "smiles": "NC(=O)CCSS.O.O.O.O.O.O.O", "elements": ["N", "C", "O", "C", "C", "S", "S", "H", "H", "H", "H", "H", "H", "H", "O", "H", "H", "O", "H", "H", "O", "H", "H", "O", "H", "H", "O", "H", "H", "O", "H", "H", "O", "H", "H"], "xyz": [[-1.644, -0.759, -1.798], [-0.962, -0.739, -0.637], [-1.192, 0.158, 0.189], [0.062, -1.769, -0.297], [1.329, -1.463, -1.121], [2.459, -2.863, -1.288], [4.081, -2.258, -0.171], [-1.409, -1.145, -2.691], [-2.301, -0.003, -1.809], [0.413, -1.794, 0.721], [-0.227, -2.795, -0.544], [1.878, -0.627, -0.682], [1.129, -1.080, -2.128], [3.626, -2.370, 1.100], [-0.823, 0.764, -4.005], [-0.640, 1.548, -3.466], [-1.409, 1.181, -4.656], [-0.703, 2.841, 1.947], [-1.351, 2.906, 2.654], [-1.185, 3.030, 1.134], [0.362, -1.510, 3.200], [-0.573, -1.340, 3.364], [0.382, -2.475, 3.237], [1.799, 0.051, 1.612], [0.985, 0.201, 2.107], [1.903, 0.940, 1.235], [3.314, -1.668, 3.133], [2.426, -1.305, 3.009], [3.847, -0.906, 2.887], [-3.225, 2.063, -0.032], [-4.003, 1.871, 0.508], [-2.621, 1.309, 0.171], [-1.528, 3.394, -2.439], [-1.932, 2.606, -2.052], [-2.270, 4.008, -2.392]]}

Record 2
{"formula": "C3H8S", "method": "ωB97M-V/def2-TZVPD", "de_lowest_kcal_mol": 96.2, "e_lumo_ev": -3.194, "homo_lumo_gap_ev": 6.44, "homo_ev": -9.6, "fmax_ev_per_a": 4.1, "elements": ["C", "C", "S", "C", "H", "H", "H", "H", "H", "H", "H", "H"], "xyz": [[0.625, 1.582, 0.642], [0.567, 1.257, -0.920], [-1.173, -1.370, 0.771], [0.993, -0.245, -1.151], [-0.380, 1.931, 0.939], [1.394, 2.382, 0.731], [0.878, 0.716, 1.148], [1.122, 1.963, -1.577], [-0.458, 1.221, -1.274], [2.082, -0.484, -1.184], [0.366, -0.871, -0.440], [0.645, -0.509, -2.108]]}

Record 3
{"formula": "CH4F2N2", "method": "ωB97M-V/def2-TZVPD", "de_lowest_kcal_mol": 48.9, "e_lumo_ev": 1.047, "homo_lumo_gap_ev": 11.16, "homo_ev": -10.1, "fmax_ev_per_a": 4.1, "smiles": "NNC(F)F", "elements": ["N", "N", "C", "F", "F", "H", "H", "H", "H"], "xyz": [[-0.451, -1.049, 1.044], [-0.057, 0.276, 0.809], [0.181, 0.639, -0.754], [-0.099, 1.916, -0.907], [1.448, 0.407, -1.250], [-1.405, -1.060, 0.845], [0.061, -1.559, 0.386], [0.872, 0.417, 1.185], [-0.550, 0.014, -1.357]]}

Record 4
{"formula": "C4H8FN", "method": "ωB97M-V/def2-TZVPD", "de_lowest_kcal_mol": 64.6, "e_lumo_ev": 0.948, "homo_lumo_gap_ev": 9.90, "homo_ev": -8.9, "fmax_ev_per_a": 3.9, "smiles": "C=C(F)CCN", "elements": ["C", "C", "F", "C", "C", "N", "H", "H", "H", "H", "H", "H", "H", "H"], "xyz": [[-2.318, -0.664, -0.277], [-1.378, 0.090, 0.142], [-1.638, 1.366, 0.117], [0.069, -0.233, 0.538], [0.971, 0.784, -0.248], [2.362, 0.080, -0.138], [-3.314, -0.005, -0.420], [-2.084, -1.720, -0.334], [0.219, -1.341, 0.095], [0.148, 0.029, 1.628], [0.881, 0.845, -1.443], [0.883, 1.893, 0.000], [2.857, -0.197, 0.854], [2.341, -0.927, -0.515]]}